[1]
A 8-piece molecular cluster, C58H80N9O4S overall in a non-equilibrium geometry. Source: the OMol25 dataset; level of theory: wB97M-V/def2-TZVPD.

```
! RIJCOSX wB97M-V def2-TZVPD def2/J DEFGRID3
* xyz 1 1
C 1.91113 3.82948 0.56036
C 2.81938 3.07760 0.33363
C 3.86936 2.05492 0.40218
C 4.93248 2.21180 1.56306
C 4.35526 3.13863 2.63008
C 5.14940 3.23387 3.94841
C 4.97318 4.57493 4.67004
C 5.93245 4.75337 5.84460
C 5.95715 3.57615 6.84374
C 7.36226 3.18802 7.26182
O 8.18007 2.76911 6.14301
C 8.37611 1.43848 6.04659
O 7.48597 0.70587 5.68007
C 9.71870 0.89808 6.37162
C 10.86957 1.29774 5.84340
C 6.35221 2.65440 1.15779
C 6.54182 3.37457 -0.19782
C 6.68192 2.40623 -1.40471
C 5.58975 4.55000 -0.47655
N 5.01707 0.72839 1.94993
S 6.00057 0.21236 3.34495
C 3.70977 0.00902 1.78170
C 2.69028 0.44411 2.87283
C 1.60853 -0.57404 3.18968
C 0.30883 -0.18466 3.23700
C 3.86370 -1.49913 1.85557
O 5.02197 -1.91660 1.14956
O 5.00850 -3.33329 1.21403
C 3.30845 0.57496 0.37788
N 3.99794 -0.06963 -0.74868
C 1.79075 0.40043 0.07382
C 1.46925 0.16640 -1.38112
C 1.13662 -1.11807 -1.79322
C 0.85926 -1.42207 -3.11592
C 0.91557 -0.41697 -4.07442
C 1.22784 0.87787 -3.67394
C 1.51030 1.16526 -2.34980
H 1.06745 4.44790 0.76055
H 4.29768 2.13724 -0.60022
H 3.33823 2.87851 2.90575
H 4.27913 4.14697 2.22446
H 4.75739 2.46162 4.61432
H 6.21472 3.01638 3.85695
H 3.94412 4.61573 5.03969
H 5.11834 5.38189 3.94668
H 5.61952 5.63659 6.40356
H 6.95624 4.93769 5.51255
H 5.44102 2.68143 6.49899
H 5.45758 3.87188 7.77081
H 7.30840 2.35886 7.97235
H 7.85388 4.00143 7.79523
H 9.73085 0.07338 7.07606
H 10.96850 1.81163 4.89550
H 11.79218 1.06136 6.35929
H 7.04183 1.80371 1.12736
H 6.77283 3.31299 1.91574
H 7.53309 3.82748 -0.12093
H 5.80084 2.52307 -2.04180
H 7.56027 2.62018 -2.00496
H 6.65271 1.36245 -1.08452
H 5.04257 4.90180 0.39565
H 4.87115 4.31088 -1.26200
H 6.14630 5.40732 -0.85609
H 5.52929 0.33244 1.15164
H 7.18871 0.14006 2.72097
H 3.23192 0.73151 3.78756
H 2.17564 1.32451 2.50010
H 1.82297 -1.60862 3.44707
H 0.04317 0.67635 3.85076
H -0.48485 -0.67351 2.68048
H 3.98209 -1.78983 2.90301
H 2.99508 -2.00220 1.43085
H 5.89530 -3.59367 1.50322
H 4.98876 0.15381 -0.77037
H 3.95146 -1.08155 -0.68293
H 1.17982 1.18940 0.50708
H 1.50386 -0.52094 0.58751
H 1.10599 -1.91572 -1.05894
H 0.62555 -2.44043 -3.39779
H 0.71390 -0.67770 -5.10474
H 1.26617 1.64004 -4.44196
H 1.76900 2.18316 -2.08090
N -2.13430 -0.18160 -3.27021
C -2.90077 0.82875 -2.76500
C -4.20652 0.40684 -2.75807
C -4.22323 -0.91355 -3.28338
C -2.92923 -1.24708 -3.58790
H -1.13211 -0.15499 -3.38421
H -2.45485 1.75701 -2.45002
H -5.05278 0.97788 -2.41313
H -5.08543 -1.54641 -3.41666
H -2.50881 -2.15016 -3.99846
N 1.03083 -4.19790 0.51020
C 0.42509 -5.41242 0.69690
C 1.31557 -6.38471 0.33333
C 2.50924 -5.73556 -0.08647
C 2.30598 -4.38905 0.03557
H 0.60166 -3.30995 0.69445
H -0.58302 -5.47722 1.06965
H 1.13388 -7.44559 0.36406
H 3.41228 -6.20618 -0.43749
H 2.95210 -3.55602 -0.17514
N -4.39453 -2.11355 0.08904
C -5.39967 -2.08294 1.01522
C -5.46956 -3.31822 1.60361
C -4.46273 -4.12624 1.01040
C -3.81685 -3.35289 0.08116
H -4.12100 -1.34646 -0.50290
H -5.97841 -1.18923 1.17474
H -6.16469 -3.61212 2.37262
H -4.24098 -5.15575 1.23912
H -3.00002 -3.57771 -0.58431
N -9.58162 -6.66327 2.80840
C -8.80030 -5.68598 2.25302
C -7.76236 -6.29630 1.60375
C -7.92620 -7.69962 1.76866
C -9.05772 -7.89340 2.51422
H -10.41180 -6.50321 3.34815
H -9.04868 -4.64603 2.36803
H -6.97438 -5.79390 1.06766
H -7.28655 -8.47588 1.38321
H -9.53315 -8.79533 2.85952
N -12.16060 -2.28086 -0.45681
C -12.27832 -3.57482 -0.02887
C -11.36534 -3.77091 0.97147
C -10.67211 -2.54327 1.15783
C -11.18742 -1.64440 0.26296
H -12.70508 -1.86260 -1.18772
H -12.99718 -4.24206 -0.47214
H -11.21261 -4.68947 1.50900
H -9.88571 -2.34261 1.86694
H -10.94604 -0.61205 0.07698
N -5.04772 -0.46942 -7.91230
C -5.99302 0.30524 -8.53083
C -6.68807 0.97396 -7.55870
C -6.13813 0.59018 -6.30559
C -5.12709 -0.29807 -6.55668
H -4.39670 -1.07047 -8.38143
H -6.08861 0.31323 -9.60338
H -7.49909 1.66306 -7.72518
H -6.44844 0.92905 -5.33134
H -4.46277 -0.81814 -5.89009
N -5.40035 4.76867 -9.70194
C -5.19849 4.11359 -8.51760
C -5.16949 5.05184 -7.52104
C -5.36641 6.32303 -8.12846
C -5.50755 6.11423 -9.47373
H -5.46138 4.32930 -10.60111
H -5.09420 3.04256 -8.48591
H -5.02504 4.84991 -6.47281
H -5.40126 7.27916 -7.63355
H -5.67414 6.80299 -10.28405
*
```

Computed properties:
F_max: 1.77 eV Å⁻¹
HOMO-LUMO gap: 6.506 eV

[2]
C58H82AsCsF9N7O4P4SSi2 as an isolated structure in a non-equilibrium geometry. Source: the OMol25 dataset; level of theory: wB97M-V/def2-TZVPD.

```
! RIJCOSX wB97M-V def2-TZVPD def2/J DEFGRID3
* xyz -2 1
Cs -1.64138 0.23103 0.84917
C -5.05260 1.73455 -2.92550
Si -3.24672 2.33317 -2.67963
C -3.27061 3.90068 -1.59164
C -2.75871 3.03141 -4.41682
N -2.27106 1.17458 -1.89022
P -1.40145 0.08108 -2.65153
C -0.52681 -0.82741 -1.50846
P 0.18597 -2.26408 -2.08039
N 1.46129 -2.60186 -1.18031
Si 2.67959 -3.77273 -1.22187
C 4.39150 -2.89884 -1.25412
C 2.74432 -5.09026 -2.62203
C 2.71786 -4.84972 0.37414
C 0.60120 -2.35183 -3.86573
C 1.88016 -1.91291 -4.19141
C 2.31271 -1.89506 -5.50240
C 1.45839 -2.29451 -6.51997
C 0.16337 -2.68444 -6.21110
C -0.26704 -2.71126 -4.89684
C -0.86714 -3.76242 -1.91119
C -0.81606 -4.87972 -2.73329
C -1.51629 -6.02373 -2.40003
C -2.26408 -6.07023 -1.23556
C -2.28399 -4.97253 -0.38800
C -1.59009 -3.82701 -0.72578
C -2.52688 -0.76495 -3.83582
C -3.26238 -1.78628 -3.24291
C -4.16170 -2.53494 -3.97364
C -4.34273 -2.27274 -5.32459
C -3.64592 -1.23242 -5.91726
C -2.75804 -0.47154 -5.17649
C -0.20356 0.92471 -3.73927
C 0.22700 0.60997 -5.02406
C 1.23173 1.34815 -5.62350
C 1.83200 2.39312 -4.94312
C 1.43455 2.68688 -3.64471
C 0.43288 1.95392 -3.04904
H -5.68891 2.51859 -3.32431
H -5.46790 1.41982 -1.97573
H -5.09249 0.88708 -3.60364
H -4.12060 4.52503 -1.84802
H -2.36312 4.48443 -1.71995
H -3.34794 3.62497 -0.54647
H -3.33289 3.92282 -4.66544
H -2.93594 2.30109 -5.19979
H -1.70325 3.29253 -4.44647
H 4.80354 -2.86972 -2.25802
H 5.10082 -3.41502 -0.61328
H 4.30283 -1.87756 -0.90157
H 2.53888 -4.63561 -3.58699
H 1.97791 -5.83803 -2.44229
H 3.70438 -5.59978 -2.68449
H 2.70341 -4.21891 1.25688
H 3.61537 -5.46558 0.42020
H 1.86097 -5.51350 0.43422
H 2.51602 -1.60153 -3.37522
H 3.32156 -1.57629 -5.73796
H 1.79020 -2.29248 -7.55215
H -0.51596 -2.97500 -7.00528
H -1.28443 -3.00648 -4.68011
H -0.21101 -4.85948 -3.62838
H -1.46253 -6.89193 -3.04699
H -2.82230 -6.96571 -0.99074
H -2.83250 -5.01994 0.54348
H -1.57114 -2.96111 -0.07519
H -3.08913 -1.98237 -2.18812
H -4.70855 -3.34316 -3.50191
H -5.02963 -2.87056 -5.91435
H -3.78510 -1.02157 -6.97302
H -2.24924 0.35485 -5.64790
H -0.20704 -0.21803 -5.56138
H 1.54378 1.10522 -6.63420
H 2.60905 2.97416 -5.42647
H 1.90517 3.50003 -3.11186
H 0.09591 2.14671 -2.03471
C 0.25818 -4.62692 3.12501
N 0.80539 -3.43860 3.72648
C 1.51926 -3.63652 4.95696
P 0.50628 -1.91687 3.07258
O -0.44928 -1.97680 1.98584
O -0.01367 -1.17271 4.44547
P -1.08164 0.06222 4.40789
O -1.05172 0.83065 3.17649
N -0.54654 0.93878 5.72197
C -0.04029 0.39697 6.95450
C -0.72124 2.36974 5.69289
N -2.52480 -0.69484 4.77967
C -2.71420 -1.20028 6.11810
C -2.89034 -1.66017 3.76321
N 1.87946 -1.05690 2.77174
C 2.46705 -1.21514 1.45378
C 2.78769 -0.56664 3.77275
H 1.04931 -5.35484 2.92160
H -0.20810 -4.34879 2.18313
H -0.49177 -5.09040 3.77958
H 2.37583 -4.30501 4.80939
H 0.87075 -4.07745 5.72799
H 1.87686 -2.67633 5.31722
H 0.11120 -0.67361 6.84609
H -0.72491 0.57558 7.79509
H 0.92087 0.86991 7.19884
H -1.07480 2.63610 4.70252
H 0.23408 2.87003 5.88847
H -1.45059 2.70698 6.43514
H -2.53565 -0.39396 6.82250
H -2.05733 -2.05028 6.35362
H -3.75136 -1.52498 6.21027
H -2.77890 -1.19169 2.79037
H -3.92948 -1.94706 3.90025
H -2.26588 -2.56360 3.79907
H 1.78402 -1.76102 0.80912
H 3.40985 -1.76411 1.52485
H 2.63421 -0.24110 0.99465
H 2.27511 -0.47970 4.72841
H 3.13998 0.42551 3.47727
H 3.66311 -1.22222 3.88684
F -5.36774 -1.39301 1.93673
C -5.97814 -0.21002 1.81995
F -7.17719 -0.36297 2.43405
F -6.25466 -0.05392 0.52342
C -5.11957 0.98112 2.41930
O -3.86750 0.88847 2.20107
C -5.49921 1.02750 3.97334
F -5.54341 -0.19005 4.54210
F -4.60407 1.73257 4.67082
F -6.69749 1.58587 4.25446
C -5.80054 2.28634 1.82758
F -5.40534 2.55858 0.59090
F -5.50535 3.36956 2.56788
F -7.15405 2.23866 1.78541
C -0.67191 5.33469 0.81620
As -0.89768 3.43741 1.40936
C -2.30764 3.89175 2.68465
C 0.66221 3.58528 2.62205
H -0.44176 5.97330 1.67269
H -1.58317 5.69656 0.34747
H 0.13905 5.41865 0.09266
H -1.97414 4.61209 3.43620
H -2.67670 2.99638 3.17308
H -3.14118 4.32440 2.13446
H 0.44873 4.22183 3.48469
H 1.48890 4.03223 2.06363
H 0.95480 2.59980 2.97291
N 2.65903 1.72796 0.36141
S 3.81219 1.86906 -0.64052
C 5.42758 1.78323 0.24804
C 6.60141 1.75435 -0.49156
C 7.81585 1.69992 0.15989
C 7.86535 1.66902 1.55043
C 6.68815 1.68395 2.28552
C 5.47256 1.73781 1.63573
C 4.15015 3.63755 -0.97679
C 4.40918 4.05496 -2.27763
C 4.64143 5.39397 -2.53061
C 4.62290 6.31718 -1.49227
C 4.38736 5.89016 -0.18920
C 4.15308 4.55617 0.06423
H 2.58477 2.40013 1.11303
H 6.55128 1.77887 -1.57053
H 8.73435 1.67584 -0.41239
H 8.82107 1.62944 2.05676
H 6.72610 1.64267 3.36744
H 4.54409 1.73374 2.19146
H 4.41810 3.32851 -3.07615
H 4.82663 5.72692 -3.54398
H 4.78769 7.36531 -1.69326
H 4.37976 6.60377 0.62280
H 3.98121 4.21476 1.07609
*
```

Computed properties:
relative energy (zero: lowest compared OMol25 entry of this formula, charge and spin): 47.7 kcal/mol
F_max: 2.99 eV Å⁻¹
HOMO-LUMO gap: 3.960 eV

[3]
C58H84N5O3SW as an isolated structure in a non-equilibrium geometry. Source: the OMol25 dataset; level of theory: wB97M-V/def2-TZVPD.

```
! RIJCOSX wB97M-V def2-TZVPD def2/J DEFGRID3
* xyz 3 1
W -0.55427 -0.15590 -0.06853
C -0.99639 0.34682 8.00633
C 0.16103 0.65690 7.05720
C 0.30533 2.18463 6.92914
C 1.45371 0.06771 7.64419
C -0.07505 0.10210 5.66054
C 0.92498 0.19461 4.69300
C 0.67550 -0.17230 3.39202
C 1.81422 -0.16353 2.42412
N 1.67910 -0.89639 1.13568
C 2.99280 -0.71008 0.48735
C 2.95089 0.49394 -0.41773
N 1.67052 0.63601 -1.13544
C 1.67147 -0.24362 -2.31747
C 1.56987 -1.69011 -1.91944
N 0.36755 -1.98319 -1.04547
C 0.67577 -2.94149 0.07691
C 1.40621 -2.34167 1.29430
C -0.56039 -2.70306 -1.99832
C -1.92319 -3.11682 -1.55256
C -2.40424 -4.33610 -1.98268
C -3.75055 -4.64987 -1.83882
C -4.56537 -3.66509 -1.28736
C -4.13470 -2.42188 -0.81970
C -2.75541 -2.21294 -0.92867
O -2.06144 -1.07878 -0.46734
C -5.25211 -1.46115 -0.34799
C -6.14460 -1.12196 -1.55400
C -6.12252 -2.13645 0.72991
C -4.73569 -0.13942 0.21160
C -4.34828 -5.97245 -2.30496
C -5.04954 -6.65873 -1.12115
C -3.27321 -6.91378 -2.85183
C -5.37113 -5.68794 -3.41765
C 1.64171 2.06608 -1.55825
C 0.51997 2.52530 -2.44464
C 0.72413 3.64245 -3.22069
C -0.30329 4.15886 -4.01451
C -1.48762 3.42972 -4.06473
C -1.73308 2.25562 -3.35294
C -0.71002 1.87681 -2.47261
O -0.81437 0.85368 -1.55309
C -3.03424 1.50078 -3.68880
C -3.07873 0.09352 -3.10806
C -4.24276 2.28696 -3.16240
C -3.13958 1.35143 -5.22156
C -0.11117 5.46560 -4.77522
C -0.14679 6.60840 -3.74233
C -1.21571 5.69586 -5.81014
C 1.24576 5.46954 -5.49528
C -0.58345 -0.64071 3.02884
O -0.79081 -0.66493 1.66102
C -1.53061 -0.99909 3.99592
C -1.24575 -0.55098 5.28864
C -2.73586 -1.94013 3.83519
C -2.70149 -2.69795 2.51243
C -4.05437 -1.16398 3.97550
C -2.65913 -3.00983 4.94735
H -0.78289 0.78260 8.98273
H -1.12542 -0.73015 8.15122
H -1.94159 0.77427 7.65863
H 0.46556 2.62609 7.91472
H -0.60116 2.62668 6.50269
H 1.15633 2.45480 6.29480
H 1.60068 0.44761 8.65598
H 2.33738 0.34062 7.06126
H 1.39747 -1.02283 7.69837
H 1.91421 0.56352 4.95484
H 2.67026 -0.58700 2.95354
H 2.08582 0.85315 2.16208
H 3.28938 -1.60877 -0.02698
H 3.75887 -0.55166 1.24365
H 3.77297 0.45594 -1.13362
H 3.09481 1.38859 0.17152
H 2.58151 -0.10017 -2.90398
H 0.83914 0.02398 -2.95888
H 2.45650 -2.05314 -1.43221
H 1.47981 -2.27318 -2.83014
H 1.24134 -3.77125 -0.34387
H -0.28234 -3.33956 0.39604
H 2.34144 -2.87143 1.46366
H 0.80066 -2.50157 2.17787
H -0.02053 -3.59368 -2.31116
H -0.65308 -2.05149 -2.86713
H -1.72314 -5.03243 -2.46074
H -5.62654 -3.87223 -1.21811
H -6.57979 -2.01641 -2.00366
H -5.58070 -0.59388 -2.32751
H -6.96854 -0.47869 -1.23113
H -6.73625 -2.93650 0.31286
H -6.80533 -1.40299 1.16632
H -5.51787 -2.55842 1.53149
H -4.23069 0.43337 -0.57170
H -4.05983 -0.31344 1.05037
H -5.58276 0.45133 0.56847
H -4.34346 -6.86521 -0.31174
H -5.47411 -7.61006 -1.44927
H -5.86744 -6.05525 -0.71967
H -2.51965 -7.15422 -2.09459
H -2.77559 -6.49771 -3.73372
H -3.73930 -7.85188 -3.15744
H -6.19946 -5.06888 -3.06299
H -5.79220 -6.62920 -3.77724
H -4.90022 -5.18199 -4.26529
H 2.57757 2.26779 -2.08524
H 1.64831 2.66330 -0.64947
H 1.69595 4.12607 -3.19839
H -2.26748 3.77211 -4.72876
H -3.08475 0.11068 -2.02528
H -2.23179 -0.50852 -3.45746
H -3.99157 -0.40738 -3.43575
H -4.24104 2.34143 -2.06635
H -5.16966 1.79897 -3.47376
H -4.25816 3.30823 -3.54828
H -2.23194 0.90657 -5.63712
H -3.31334 2.30241 -5.72548
H -3.98158 0.69877 -5.46387
H -1.11422 6.64804 -3.23450
H 0.01098 7.56519 -4.24613
H 0.63706 6.48989 -2.98866
H -2.19823 5.81097 -5.34453
H -1.26059 4.88383 -6.54213
H -1.01022 6.61941 -6.35296
H 2.08760 5.47508 -4.79874
H 1.32916 6.37195 -6.10337
H 1.34598 4.60626 -6.15868
H -1.97844 -0.76873 6.05378
H -2.70467 -2.03535 1.65786
H -3.57447 -3.34451 2.43746
H -1.81802 -3.34667 2.46340
H -4.20365 -0.46397 3.14689
H -4.07653 -0.59190 4.90544
H -4.89898 -1.85772 3.99238
H -1.65892 -3.44497 5.01079
H -3.36586 -3.81199 4.72349
H -2.92206 -2.61278 5.92884
N -2.18547 1.48644 0.63476
C -1.29550 2.22817 1.43865
N -0.04341 2.07220 1.18184
C 0.70883 2.93224 2.01190
C 2.08199 3.18242 1.99076
C 2.62304 4.06370 2.90392
C 1.82309 4.71711 3.84825
C 0.46037 4.51286 3.86757
C -0.07733 3.62998 2.93660
S -1.75923 3.27637 2.69152
H -2.42841 2.00895 -0.20242
H -3.04732 1.25511 1.11094
H 2.73019 2.71408 1.26696
H 3.68688 4.26393 2.87808
H 2.27425 5.40182 4.55450
H -0.17796 5.03027 4.57359
*
```

Computed properties:
F_max: 1.39 eV Å⁻¹
HOMO-LUMO gap: 6.057 eV

Among the records above, which one has the highest HOMO-LUMO gap? C58H80N9O4S